A molecular structure, C16H43AlFO7S5, computed with ωB97M-V/def2-TZVPD.

Summary:
Electronic energy: -3495.2976 Ha
Net charge: -1
Kohn-Sham gap: 6.534 eV
Strongest force on any atom: 1.02 eV/Å
HOMO: -4.80 eV

Atoms and positions in Å:
C  -4.89  2.67  0.72
C  -5.21  1.18  0.63
O  -5.01  0.45  1.86
C  -3.76  -0.09  2.00
O  -3.57  -1.24  1.68
C  -2.74  0.84  2.61
C  -1.30  0.32  2.61
C  -0.43  0.92  1.49
Al  1.00  -0.25  0.73
F  2.38  -0.21  1.77
H  -5.05  3.04  1.74
H  -3.87  2.90  0.41
H  -5.56  3.22  0.05
H  -4.67  0.71  -0.19
H  -6.27  1.05  0.39
H  -3.11  1.00  3.64
H  -2.81  1.80  2.10
H  -0.87  0.62  3.57
H  -1.30  -0.77  2.59
H  0.07  1.82  1.88
H  -1.09  1.28  0.67
H  1.47  0.39  -0.70
H  0.57  -1.81  0.60
C  6.14  3.40  2.75
S  4.54  2.73  2.27
O  3.52  3.64  2.85
C  4.61  1.27  3.30
H  6.27  4.35  2.23
H  6.16  3.57  3.82
H  6.93  2.72  2.45
H  4.72  1.58  4.34
H  5.44  0.64  2.99
H  3.67  0.74  3.15
C  9.33  5.99  0.42
S  10.05  5.06  1.78
O  8.96  4.25  2.36
C  10.28  6.48  2.87
H  9.07  5.27  -0.36
H  8.44  6.50  0.77
H  10.06  6.70  0.03
H  9.32  6.96  3.04
H  10.99  7.17  2.41
H  10.68  6.10  3.81
C  -6.70  -2.56  -0.48
S  -6.24  -1.63  -1.94
O  -6.59  -0.20  -1.65
C  -7.49  -2.30  -3.03
H  -6.05  -2.24  0.33
H  -7.74  -2.35  -0.24
H  -6.54  -3.62  -0.69
H  -8.48  -2.11  -2.60
H  -7.30  -3.37  -3.14
H  -7.40  -1.80  -3.99
C  -2.85  -4.06  -1.98
S  -3.97  -5.30  -2.62
O  -5.35  -4.83  -2.29
C  -3.58  -6.56  -1.40
H  -2.98  -3.17  -2.58
H  -3.11  -3.85  -0.94
H  -1.83  -4.41  -2.07
H  -3.77  -6.17  -0.40
H  -2.53  -6.85  -1.51
H  -4.22  -7.42  -1.59
C  1.68  -3.42  -3.36
S  0.28  -2.61  -4.13
O  -0.79  -3.63  -4.25
C  1.03  -2.47  -5.76
H  1.40  -3.63  -2.33
H  1.91  -4.34  -3.89
H  2.54  -2.74  -3.36
H  1.30  -3.46  -6.12
H  1.90  -1.82  -5.70
H  0.29  -2.03  -6.42

C3H7NO2 in the gas phase, computed with ωB97M-V/def2-TZVPD.

Summary:
Electronic energy: -323.6230 Ha
Energy relative to the best compared isomer or geometry (same formula, charge and spin): 414.8 kJ/mol
Kohn-Sham gap: 9.517 eV
Strongest force on any atom: 2.61 eV/Å
HOMO: -8.62 eV

Atoms and positions in Å:
O  0.80  -1.32  -0.82
C  0.44  -0.06  -1.37
C  -0.63  0.65  -0.58
O  -0.09  1.31  0.58
C  0.21  0.72  1.71
N  -0.06  -0.60  1.90
H  1.41  -1.18  -0.08
H  1.31  0.60  -1.47
H  0.05  -0.27  -2.37
H  -1.05  1.48  -1.16
H  -1.45  -0.03  -0.31
H  -0.41  -0.15  2.80
H  -0.55  -1.17  1.18

A molecular structure, C8H19I2O3P2Ru, computed with ωB97M-V/def2-TZVPD.

Summary:
Electronic energy: -1914.1818 Ha
Net charge: +2
Kohn-Sham gap (alpha / beta): 8.101 / 5.753 eV
Strongest force on any atom: 4.47 eV/Å
HOMO (alpha / beta): -15.54 / -16.74 eV
Multiplicity: 6

Atoms and positions in Å:
I  -3.93  -0.40  -2.42
I  -3.00  -0.75  0.21
Ru  -0.47  -0.08  -0.08
P  0.48  -2.20  -0.33
C  -0.77  -3.12  -1.20
C  2.11  -2.28  -1.32
H  2.52  -3.35  -1.24
H  1.44  -4.01  1.08
H  2.74  -1.46  -0.95
H  1.38  -2.43  1.93
H  -0.95  -2.62  -2.16
H  1.81  -1.97  -2.35
C  0.88  -3.06  1.18
H  -0.45  -4.16  -1.35
H  -0.04  -3.30  1.74
H  -1.69  -3.10  -0.59
P  -0.50  2.14  0.57
C  -2.08  2.72  0.02
C  -0.36  2.45  2.32
H  1.80  2.70  -0.09
H  0.81  4.29  0.34
H  0.64  3.27  -1.27
C  0.86  3.26  -0.17
H  0.42  1.85  2.81
H  -0.25  3.51  2.64
H  -2.23  3.78  0.30
H  -2.86  2.10  0.50
H  -1.24  2.06  2.85
H  -2.13  2.60  -1.08
C  -1.02  0.17  -1.88
O  -1.40  0.31  -2.96
O  3.13  0.52  0.88
C  1.92  0.27  0.76
O  0.95  -0.12  1.63
H  1.49  0.40  -0.30

A gas-phase ion, C6H14N2 (charge +1), computed with ωB97M-V/def2-TZVPD.

Summary:
Electronic energy: -346.2036 Ha
Energy relative to the best compared isomer or geometry (same formula, charge and spin): 41.0 kJ/mol
Net charge: +1
Kohn-Sham gap (alpha / beta): 10.665 / 5.751 eV
Strongest force on any atom: 2.66 eV/Å
HOMO (alpha / beta): -13.37 / -13.27 eV
Multiplicity: 2

Atoms and positions in Å:
C  -1.59  -0.23  1.67
N  -0.40  -0.01  0.87
C  -0.01  1.40  0.87
C  0.65  1.66  -0.49
C  -0.07  0.66  -1.41
C  -0.44  -0.58  -0.49
C  0.47  -1.78  -0.70
N  1.87  -1.35  -0.65
H  -1.43  0.19  2.67
H  -1.82  -1.29  1.79
H  -2.45  0.24  1.20
H  0.62  1.62  1.74
H  -0.91  2.01  0.91
H  1.72  1.46  -0.44
H  0.46  2.67  -0.81
H  -0.94  1.15  -1.81
H  0.66  0.21  -2.07
H  -1.47  -0.78  -0.77
H  0.34  -2.17  -1.70
H  0.21  -2.45  0.13
H  2.02  -0.54  -0.08
H  2.52  -2.10  -0.43

C8H4N2O3S in the gas phase, computed with ωB97M-V/def2-TZVPD.

Summary:
Electronic energy: -1040.3974 Ha
Energy relative to the best compared isomer or geometry (same formula, charge and spin): 473.5 kJ/mol
Kohn-Sham gap: 8.706 eV
Strongest force on any atom: 5.40 eV/Å
HOMO: -9.71 eV

Atoms and positions in Å:
C  -0.05  0.89  0.17
C  -0.70  -0.29  0.46
C  1.26  0.96  -0.32
C  0.01  -1.50  0.29
C  1.95  -0.31  -0.37
C  1.37  -1.50  -0.10
C  3.77  -1.73  -0.82
C  4.06  1.97  0.43
N  3.19  -0.53  -0.88
N  3.95  1.73  -0.73
O  4.12  2.51  1.44
O  3.97  0.57  -1.52
O  2.78  -3.32  1.12
S  2.52  -2.86  -0.23
H  -0.71  1.79  0.24
H  -1.78  -0.36  0.78
H  1.75  1.83  -0.42
H  -0.48  -2.42  0.62

C4H2OS in the gas phase, computed with ωB97M-V/def2-TZVPD.

Summary:
Electronic energy: -626.8854 Ha
Energy relative to the best compared isomer or geometry (same formula, charge and spin): 130.7 kJ/mol
Kohn-Sham gap: 7.724 eV
Strongest force on any atom: 6.09 eV/Å
HOMO: -9.49 eV

Atoms and positions in Å:
C  -0.02  1.19  1.57
C  -0.24  0.27  0.49
C  0.08  -0.66  -0.29
C  0.01  -1.15  -1.62
H  1.07  1.78  1.75
H  -1.00  -1.88  -1.55
O  -0.82  1.28  2.47
S  0.92  -0.83  -2.83

A molecular structure, C32H40BCdF2N7S4, computed with ωB97M-V/def2-TZVPD.

Summary:
Electronic energy: -3611.8953 Ha
Net charge: -2
Kohn-Sham gap: 4.469 eV
Strongest force on any atom: 0.72 eV/Å
HOMO: -0.23 eV

Atoms and positions in Å:
Cd  0.70  0.35  0.56
C  -3.01  -3.92  3.71
C  -1.81  -3.12  3.19
C  -0.49  -3.85  3.47
C  -1.73  -1.77  3.90
N  -1.96  -3.01  1.71
C  -1.71  -4.13  0.93
C  -1.78  -3.75  -0.35
N  -2.10  -2.41  -0.41
B  -2.03  -1.74  -1.81
N  -2.59  -0.29  -1.85
C  -3.94  -0.13  -1.68
C  -4.24  1.18  -1.74
N  -3.06  1.87  -1.95
C  -2.03  0.95  -2.01
S  -0.41  1.29  -2.36
C  -2.98  3.34  -2.11
C  -4.34  3.95  -1.80
C  -2.59  3.66  -3.56
C  -1.97  3.97  -1.15
N  -0.62  -1.78  -2.49
C  -0.65  -1.47  -3.83
C  0.59  -1.55  -4.33
N  1.44  -1.93  -3.30
C  0.69  -2.06  -2.15
S  1.26  -2.61  -0.66
C  2.89  -2.08  -3.62
C  3.00  -3.25  -4.61
C  3.35  -0.76  -4.26
C  3.80  -2.36  -2.43
C  -2.27  -1.96  0.88
S  -3.00  -0.51  1.34
H  -2.93  -4.06  4.79
H  -3.06  -4.90  3.23
H  -3.94  -3.38  3.50
H  -0.27  -3.80  4.53
H  0.31  -3.35  2.92
H  -0.53  -4.90  3.17
H  -1.44  -1.95  4.94
H  -2.67  -1.23  3.88
H  -0.97  -1.14  3.44
H  -1.45  -5.08  1.34
H  -1.61  -4.31  -1.25
H  -2.76  -2.39  -2.54
H  -4.59  -0.97  -1.50
H  -5.19  1.66  -1.62
H  -5.11  3.64  -2.51
H  -4.26  5.04  -1.87
H  -4.65  3.70  -0.78
H  -3.31  3.22  -4.26
H  -1.60  3.26  -3.77
H  -2.58  4.74  -3.71
H  -2.29  3.82  -0.12
H  -1.89  5.04  -1.35
H  -0.99  3.52  -1.26
H  -1.56  -1.17  -4.31
H  0.93  -1.37  -5.33
H  2.37  -3.11  -5.48
H  2.70  -4.18  -4.12
H  4.04  -3.35  -4.94
H  2.83  -0.54  -5.19
H  4.42  -0.82  -4.47
H  3.19  0.04  -3.54
H  3.60  -3.32  -1.98
H  3.68  -1.57  -1.68
H  4.83  -2.33  -2.79
F  -2.90  3.33  3.95
C  -1.67  2.79  3.69
C  -1.48  2.00  2.58
C  -0.21  1.51  2.27
C  0.86  1.80  3.14
C  0.60  2.54  4.29
F  1.56  2.79  5.22
C  -0.65  3.07  4.58
C  2.24  1.36  2.75
C  3.34  2.17  2.96
C  4.62  1.65  2.61
C  4.70  0.54  1.85
C  3.44  0.00  1.28
N  2.31  0.15  2.16
H  -2.34  1.72  1.98
H  -0.81  3.64  5.48
H  3.24  3.15  3.40
H  5.51  2.11  3.03
H  5.64  0.05  1.60
H  3.53  -1.04  0.96
S  2.98  0.90  -0.38

A molecular structure, C3H3LiO4Tl, computed with ωB97M-V/def2-TZVPD.

Summary:
Electronic energy: -596.7908 Ha
Energy relative to the best compared isomer or geometry (same formula, charge and spin): 391.3 kJ/mol
Net charge: +1
Kohn-Sham gap: 8.482 eV
Strongest force on any atom: 7.37 eV/Å
HOMO: -13.45 eV

Atoms and positions in Å:
H  -2.52  -1.99  0.10
C  -3.14  -0.58  0.13
C  -1.73  -0.96  0.37
O  -0.95  0.09  0.02
C  0.44  -0.06  -0.21
O  0.97  -1.14  0.07
O  0.98  0.98  -0.58
O  -3.43  0.64  0.29
Tl  3.32  -0.16  -0.78
H  -3.68  -1.12  -0.68
H  -1.38  -1.48  1.28
Li  -1.99  1.88  0.07